This record from the Open Molecules 2025 dataset describes a structure of composition C34H57N4OP2Ti at a distorted geometry. The level of theory is wB97M-V/def2-TZVPD.

Element x y z (Å)
Ti (0.13, -0.52, 0.26)
P (2.63, -0.15, 0.26)
P (-2.15, -1.43, -0.38)
O (0.53, -3.12, 1.89)
N (-0.78, 1.81, 6.07)
N (0.67, -1.54, -1.54)
N (-0.59, 1.31, -0.67)
N (-0.28, 0.36, 2.21)
C (4.76, 1.44, -0.77)
C (2.28, -2.83, -2.80)
C (-3.81, -3.69, -0.97)
C (-0.65, 1.36, 4.80)
C (2.97, -1.50, -0.83)
C (0.04, -2.60, -3.59)
C (-1.20, 0.12, 4.42)
C (1.32, -3.13, -3.74)
C (-2.59, -3.25, -0.13)
C (2.72, 1.29, -2.19)
C (0.20, 1.59, 2.55)
C (3.71, -0.45, 1.80)
C (0.36, -2.15, 1.24)
C (2.64, 2.65, -0.11)
C (-2.18, 3.46, -2.87)
C (1.98, -1.98, -1.71)
C (-2.85, -3.43, 1.37)
C (-3.41, 0.66, 0.99)
C (-0.98, -0.35, 3.14)
C (3.06, -1.52, 2.69)
C (0.04, 2.12, 3.82)
C (-5.00, -0.96, -0.04)
C (3.78, 0.85, 2.62)
C (-3.65, -0.24, -0.22)
C (-0.56, 2.18, -1.47)
C (3.23, 1.39, -0.74)
C (-0.27, -1.88, -2.45)
C (-1.43, -4.17, -0.57)
C (-3.75, 0.64, -1.47)
C (0.28, 3.71, -3.22)
C (-1.70, -1.45, -2.18)
C (-0.82, 3.49, -2.17)
C (-0.81, 4.60, -1.12)
C (5.10, -0.97, 1.40)
H (-3.62, -2.74, 1.75)
H (-5.29, -1.51, -0.94)
H (3.96, -1.96, -0.89)
H (5.67, -1.14, 2.33)
H (0.70, 2.15, 1.75)
H (-0.47, -3.87, -0.14)
H (-5.77, -0.19, 0.13)
H (-2.25, 2.61, -3.56)
H (-4.26, 1.35, 1.10)
H (-3.20, -4.45, 1.54)
H (-1.65, -5.18, -0.21)
H (-5.02, -1.62, 0.83)
H (-3.74, -3.38, -2.02)
H (-1.76, -0.48, 5.14)
H (3.30, -3.20, -2.86)
H (1.55, 2.64, -0.18)
H (-3.84, -4.79, -0.96)
H (-3.00, 3.41, -2.14)
H (-2.31, 4.38, -3.46)
H (3.04, 2.19, -2.74)
H (5.67, -0.27, 0.78)
H (0.17, 4.65, -0.62)
H (-3.32, 0.09, 1.92)
H (4.27, 0.63, 3.58)
H (5.20, 0.53, -1.20)
H (3.13, 0.42, -2.71)
H (0.07, 4.64, -3.78)
H (5.07, 2.28, -1.41)
H (5.21, 1.63, 0.22)
H (1.55, -3.76, -4.59)
H (-1.37, -1.33, 2.82)
H (1.63, 1.25, -2.22)
H (-1.34, -4.21, -1.66)
H (3.01, 3.54, -0.65)
H (4.37, 1.64, 2.13)
H (-2.39, -2.13, -2.70)
H (2.92, 2.77, 0.95)
H (-3.99, 0.06, -2.38)
H (-2.50, 1.27, 0.87)
H (0.44, 3.09, 4.07)
H (-1.01, 5.56, -1.60)
H (3.73, -1.68, 3.56)
H (-0.40, 2.70, 6.35)
H (1.26, 3.81, -2.74)
H (-1.27, 1.28, 6.77)
H (-1.59, 4.42, -0.37)
H (2.78, 1.24, 2.83)
H (2.95, -2.48, 2.18)
H (-1.93, -3.28, 1.95)
H (-2.82, 1.20, -1.63)
H (5.02, -1.93, 0.88)
H (-0.76, -2.78, -4.31)
H (-4.76, -3.35, -0.55)
H (-1.87, -0.45, -2.61)
H (0.31, 2.88, -3.93)
H (2.09, -1.21, 3.09)
H (-4.56, 1.37, -1.34)

Properties
* frontier orbital gap (alpha / beta): 0.22971 / 0.21551 hartree
* net charge: +1
* calculated total energy: -3156.050485 a.u.
* expectation value of S²: 2.011
* ΔE to the lowest compared entry with this formula, charge and spin: 0.059 eV
* multiplicity: 3

=====

This record from the Open Molecules 2025 dataset describes a structure of composition C34H58AsN2O3PPtS2Si3Te. The level of theory is wB97M-V/def2-TZVPD.

Element x y z (Å)
Pt (-0.01, 0.35, 0.04)
Te (-4.29, 2.71, -3.42)
As (2.41, -0.18, 0.39)
S (0.55, -0.57, -2.22)
S (-1.08, -1.81, 0.31)
P (-2.58, 1.07, -2.88)
Si (2.79, -0.04, 2.74)
Si (3.51, 1.30, -1.19)
Si (3.30, -2.36, -0.05)
O (-3.28, -0.35, -2.75)
O (-1.71, 0.88, -4.18)
O (-1.77, 1.50, -1.73)
N (-1.35, 1.42, 1.46)
N (1.24, 2.75, 1.20)
C (-0.73, -2.71, -1.08)
C (-4.06, 4.21, 1.12)
C (4.94, -2.53, 0.86)
C (0.19, 3.21, 1.95)
C (-1.04, 2.55, 2.02)
C (-2.94, -0.17, 2.39)
C (-0.20, -4.29, -3.34)
C (-1.17, -4.06, -1.15)
C (1.69, 1.09, 3.72)
C (3.95, 0.48, -2.81)
C (-1.44, -0.66, -5.99)
C (-5.05, 1.19, 1.19)
C (3.71, -2.72, -1.84)
C (-3.76, 1.69, 1.04)
C (2.09, -3.67, 0.52)
C (2.25, 3.58, 1.48)
C (-1.78, -0.13, 4.60)
C (0.22, -3.00, -3.32)
C (-2.70, 0.98, 1.62)
C (-4.24, -0.64, 2.50)
C (-5.30, 0.02, 1.89)
C (-0.02, -2.16, -2.19)
C (5.15, 1.79, -0.41)
C (0.54, 4.36, 2.68)
C (-3.57, 3.00, 0.31)
C (2.28, -1.76, 3.32)
C (-0.91, -4.83, -2.24)
C (-4.58, -2.02, -1.62)
C (-4.44, -0.55, -1.90)
C (-2.29, 0.46, -5.43)
C (-1.85, -0.79, 3.22)
C (1.88, 4.60, 2.39)
C (4.58, 0.33, 3.11)
C (2.40, 2.69, -1.73)
H (5.06, 2.49, 0.41)
H (2.60, -4.43, 1.11)
H (-0.99, -0.58, 5.21)
H (2.67, 2.95, -2.75)
H (1.26, -1.96, 2.99)
H (5.80, 2.23, -1.17)
H (-1.56, 0.94, 4.51)
H (-6.31, -0.36, 1.97)
H (-0.10, 4.92, 3.35)
H (5.65, 0.89, -0.03)
H (-5.87, 1.73, 0.73)
H (1.64, -4.16, -0.35)
H (-5.31, -0.15, -2.42)
H (-1.49, -1.54, -5.36)
H (-2.32, 1.32, -6.09)
H (-4.30, 0.01, -0.97)
H (-0.40, -0.34, -6.05)
H (-4.69, -2.58, -2.55)
H (1.36, 2.37, -1.73)
H (-2.73, -0.24, 5.13)
H (2.51, 5.39, 2.77)
H (0.77, -2.58, -4.16)
H (3.84, -3.80, -1.92)
H (-1.25, -5.86, -2.27)
H (1.28, -3.26, 1.12)
H (1.75, 0.75, 4.76)
H (3.23, 3.44, 1.05)
H (4.65, -2.25, -2.14)
H (-1.80, 3.02, 2.65)
H (3.07, 0.24, -3.40)
H (0.01, -4.91, -4.21)
H (2.93, -2.41, -2.53)
H (-5.47, -2.18, -1.00)
H (-5.12, 4.12, 1.34)
H (-1.72, -4.46, -0.31)
H (4.83, -2.64, 1.94)
H (5.21, -0.55, 3.00)
H (-4.16, 2.96, -0.61)
H (5.59, -1.68, 0.67)
H (-3.71, -2.39, -1.08)
H (-2.54, 3.13, 0.00)
H (-3.53, 4.29, 2.07)
H (0.65, 1.01, 3.39)
H (5.44, -3.42, 0.48)
H (4.52, 1.24, -3.35)
H (-0.88, -0.67, 2.73)
H (4.97, 1.11, 2.45)
H (-3.89, 5.13, 0.56)
H (-4.43, -1.53, 3.09)
H (2.29, -1.78, 4.41)
H (2.91, -2.57, 2.96)
H (1.98, 2.14, 3.67)
H (2.45, 3.59, -1.11)
H (-2.03, -1.86, 3.33)
H (4.58, -0.41, -2.74)
H (-1.78, -0.92, -7.00)
H (-3.31, 0.11, -5.27)
H (4.68, 0.70, 4.14)

Properties
* frontier orbital gap (alpha / beta): 0.24925 / 0.16933 hartree
* net charge: 0
* calculated total energy: -6295.055238 a.u.
* expectation value of S²: 6.033
* multiplicity: 5

=====

This record from the Open Molecules 2025 dataset describes a structure of composition C34H58CaN9O7PS4 at a distorted geometry. The level of theory is wB97M-V/def2-TZVPD.

Element x y z (Å)
Ca (-16.82, -12.59, -4.69)
S (-18.57, -8.16, -2.43)
S (-18.56, -10.77, -1.17)
S (-12.27, -13.31, 2.23)
S (-19.78, -13.35, -4.67)
P (-15.97, -15.41, -6.75)
O (-11.89, -11.91, 2.04)
O (-17.06, -10.24, -8.63)
O (-17.26, -13.69, -2.78)
O (-13.95, -12.00, -2.23)
O (-16.20, -14.24, -5.83)
O (-14.68, -11.41, -4.29)
O (-17.17, -10.83, -6.23)
N (-18.28, -9.40, -4.74)
N (-15.29, -16.59, -5.79)
N (-19.30, -14.81, -2.45)
N (-17.40, -15.98, -7.29)
N (-17.87, -10.23, -3.80)
N (-21.43, -14.14, -2.70)
N (-13.80, -8.90, -4.02)
N (-13.87, -9.79, -2.88)
N (-15.02, -14.87, -8.02)
C (-14.18, -11.09, -3.18)
C (-14.46, -16.20, -4.67)
C (-19.40, -7.97, -7.01)
C (-14.07, -11.69, -0.84)
C (-18.89, -9.41, -0.01)
C (-14.10, -15.72, -8.76)
C (-15.19, -18.12, -6.02)
C (-12.50, -13.71, 4.01)
C (-9.95, -13.78, 0.88)
C (-18.01, -14.61, -2.32)
C (-14.74, -13.45, -7.99)
C (-21.19, -14.33, -0.15)
C (-15.80, -17.69, -0.30)
C (-17.33, -15.64, -1.49)
C (-18.53, -8.59, -9.50)
C (-17.84, -16.03, -8.66)
C (-19.24, -8.20, -0.75)
C (-13.76, -13.12, 4.57)
C (-18.18, -9.83, -2.55)
C (-19.85, -7.18, -8.07)
C (-21.70, -14.94, -1.49)
C (-15.30, -16.46, -0.49)
C (-18.05, -9.35, -8.44)
C (-17.16, -17.96, -0.62)
C (-22.51, -13.40, -3.33)
C (-17.95, -16.93, -1.29)
C (-17.95, -9.79, -5.99)
C (-18.40, -16.45, -6.33)
C (-22.82, -12.10, -2.59)
C (-19.55, -7.64, -9.33)
C (-15.98, -15.43, -1.17)
C (-20.13, -13.99, -3.11)
C (-18.55, -9.10, -7.16)
C (-10.88, -14.34, 1.91)
H (-18.86, -7.29, -0.20)
H (-20.13, -14.01, -0.29)
H (-18.10, -8.79, -10.45)
H (-22.00, -11.42, -2.64)
H (-14.41, -13.21, -7.02)
H (-16.92, -10.67, -7.63)
H (-23.37, -14.09, -3.42)
H (-14.43, -8.16, -3.71)
H (-12.56, -14.76, 4.17)
H (-14.31, -9.39, -4.73)
H (-18.88, -17.36, -6.70)
H (-10.38, -14.52, 2.88)
H (-13.15, -9.60, -2.18)
H (-13.53, -15.82, -5.07)
H (-22.82, -14.97, -1.44)
H (-18.95, -15.98, -8.59)
H (-23.10, -12.22, -1.59)
H (-20.06, -7.20, -10.21)
H (-21.30, -15.12, 0.56)
H (-11.66, -13.26, 4.59)
H (-21.39, -16.00, -1.68)
H (-14.30, -17.11, -4.11)
H (-18.01, -9.36, 0.61)
H (-19.01, -17.04, -1.49)
H (-20.50, -6.31, -7.95)
H (-10.63, -13.05, 0.29)
H (-15.55, -14.45, -1.36)
H (-14.58, -13.57, 3.96)
H (-13.37, -10.89, -0.53)
H (-15.12, -11.57, -0.55)
H (-23.74, -11.61, -3.05)
H (-9.58, -14.51, 0.16)
H (-16.11, -18.50, -5.54)
H (-17.53, -15.10, -9.11)
H (-13.11, -15.83, -8.33)
H (-19.68, -9.74, 0.67)
H (-17.94, -16.70, -5.33)
H (-14.53, -16.75, -8.84)
H (-11.25, -15.33, 1.65)
H (-14.20, -16.40, -0.32)
H (-22.09, -13.25, -4.35)
H (-17.54, -16.91, -9.24)
H (-13.82, -13.43, 5.61)
H (-15.19, -18.36, -7.10)
H (-19.20, -15.70, -6.24)
H (-13.92, -13.30, -8.72)
H (-13.80, -12.01, 4.55)
H (-21.74, -13.44, 0.15)
H (-15.24, -18.45, 0.20)
H (-15.62, -12.85, -8.21)
H (-9.04, -13.30, 1.31)
H (-20.37, -8.22, -0.88)
H (-14.07, -15.31, -9.77)
H (-13.79, -12.62, -0.29)
H (-19.66, -7.70, -5.93)
H (-14.98, -15.56, -4.00)
H (-14.28, -18.54, -5.58)
H (-17.65, -18.96, -0.30)

Properties
* frontier orbital gap: 0.24716 hartree
* net charge: 0
* calculated total energy: -4961.634272 a.u.
* ΔE to the lowest compared entry with this formula, charge and spin: 1.095 eV

=====

This record from the Open Molecules 2025 dataset describes a structure of composition C34H58N2NiO4Si at a distorted geometry. The level of theory is wB97M-V/def2-TZVPD.

Element x y z (Å)
Ni (0.40, 0.36, 0.85)
Si (-0.50, 1.14, -2.15)
O (-1.83, -1.75, 1.58)
O (-3.63, -1.35, 0.26)
O (1.94, -1.30, -0.14)
O (-1.71, -2.26, -4.64)
N (-0.96, 1.62, 1.72)
N (1.85, 0.95, 1.83)
C (-2.96, -2.03, 1.19)
C (-4.93, 0.57, 2.77)
C (2.97, -0.97, 2.86)
C (-3.24, 2.68, 0.13)
C (0.36, 2.62, -1.33)
C (-1.44, -1.41, -5.75)
C (4.15, 0.40, 1.20)
C (3.09, -1.70, -0.92)
C (3.82, -2.86, -0.31)
C (1.02, -2.43, -0.03)
C (0.53, -2.93, -1.37)
C (-3.88, 0.30, 3.64)
C (-1.46, 3.89, 2.61)
C (-1.79, 1.86, -3.33)
C (5.34, -0.24, 1.54)
C (-3.28, -2.92, -2.92)
C (-2.31, 1.29, 2.07)
C (1.71, -1.34, 3.58)
C (-0.19, -1.90, -6.45)
C (-1.43, 0.09, -0.90)
C (0.86, 3.09, 2.26)
C (5.36, -1.23, 2.51)
C (3.11, 2.57, 3.19)
C (2.98, 0.08, 1.93)
C (4.11, 1.43, 0.11)
C (-2.57, 0.68, 3.32)
C (-4.70, 1.32, 1.62)
C (0.84, 0.25, -3.12)
C (-3.41, 1.73, 1.28)
C (1.90, 2.17, 2.39)
C (-0.51, 2.81, 2.14)
C (-1.48, 0.53, 4.33)
C (4.18, -1.60, 3.16)
C (-2.96, -1.95, -4.04)
H (-0.27, 3.14, -0.60)
H (1.28, 2.35, -0.80)
H (-0.63, -0.04, 3.93)
H (0.24, -2.11, -2.04)
H (-3.36, -3.95, -3.31)
H (3.27, 1.27, -0.58)
H (4.03, 2.45, 0.51)
H (-3.03, -0.61, -0.09)
H (0.63, 3.35, -2.11)
H (-2.52, -2.91, -2.14)
H (-4.24, -2.65, -2.47)
H (-0.01, -1.28, -7.33)
H (0.87, -1.53, 2.90)
H (1.29, 0.95, -3.84)
H (-2.61, 2.34, -2.77)
H (-2.19, 2.79, -0.16)
H (1.41, -0.56, 4.29)
H (2.87, 3.50, 3.73)
H (-1.86, 0.01, 5.21)
H (4.87, -2.86, -0.64)
H (2.75, -1.95, -1.94)
H (3.76, -0.82, -0.99)
H (-2.29, -1.40, -6.46)
H (5.03, 1.37, -0.48)
H (-3.78, -1.98, -4.79)
H (-0.34, -3.57, -1.22)
H (3.98, 2.78, 2.55)
H (-2.32, 3.98, 1.95)
H (3.84, -2.81, 0.78)
H (-5.94, 0.23, 3.00)
H (6.30, -1.73, 2.77)
H (1.31, -3.52, -1.87)
H (-4.05, -0.21, 4.59)
H (1.64, -0.10, -2.46)
H (0.69, -1.83, -5.81)
H (1.11, 4.12, 2.52)
H (-2.92, -0.92, -3.62)
H (3.39, 1.81, 3.93)
H (1.54, -3.22, 0.52)
H (-1.53, -0.97, -1.11)
H (-0.94, 4.85, 2.63)
H (-1.10, 1.52, 4.65)
H (-3.55, -2.88, 1.58)
H (-2.29, 0.67, -0.57)
H (3.38, -3.80, -0.63)
H (-3.64, 3.68, 0.37)
H (-0.31, -2.93, -6.78)
H (6.25, 0.06, 1.02)
H (-1.82, 3.69, 3.63)
H (0.46, -0.61, -3.69)
H (-3.81, 2.33, -0.75)
H (0.17, -2.10, 0.59)
H (-1.32, 2.62, -3.97)
H (-5.53, 1.62, 0.97)
H (-2.24, 1.09, -3.97)
H (-1.28, -0.38, -5.39)
H (1.88, -2.26, 4.15)
H (4.18, -2.37, 3.93)

Properties
* frontier orbital gap (alpha / beta): 0.28069 / 0.25982 hartree
* net charge: 0
* calculated total energy: -3538.565646 a.u.
* expectation value of S²: 2.010
* ΔE to the lowest compared entry with this formula, charge and spin: 0.069 eV
* multiplicity: 3